Here is a 11-piece molecular cluster, C48H106ClO40P6 overall in a non-equilibrium geometry from the Open Molecules 2025 dataset. Energies are from wB97M-V/def2-TZVPD.

Its spin multiplicity is 1. Its lowest unoccupied orbital energy is 0.0588 Ha. As for the max |F|: 0.096 hartree/bohr. The calculated total energy comes out at -7410.83256 hartree. The net charge is -1. Its molar mass is 1544.63 g/mol.

The geometry in XYZ format:
```
201
Properties=species:S:1:pos:R:3:lowdin_charge:R:1
Cl 0.149 0.699 -0.053 0.625
O -0.490 1.054 1.192 -0.375
O 0.336 1.881 -0.890 -0.378
O 1.372 -0.026 0.165 -0.364
O -0.874 -0.138 -0.685 -0.390
C 4.762 3.785 -1.683 -0.116
C 3.758 3.057 -2.580 -0.150
O 4.570 2.383 -3.516 0.052
C 5.890 2.804 -3.378 -0.496
O 6.890 2.404 -3.958 0.128
O 6.020 3.735 -2.391 0.056
H 4.903 3.156 -0.805 0.112
H 4.233 4.719 -1.494 0.129
H 3.153 3.848 -3.024 0.123
H 3.181 2.327 -2.013 0.120
C 3.835 2.070 2.332 -0.160
C 2.948 2.999 1.613 -0.172
O 1.983 3.436 2.483 0.111
C 2.343 3.040 3.713 -0.482
O 1.867 3.340 4.807 0.118
O 3.523 2.317 3.662 0.043
H 4.893 2.243 2.137 0.137
H 3.626 1.027 2.098 0.126
H 2.470 2.452 0.800 0.116
H 3.570 3.795 1.203 0.130
C 0.655 -0.402 4.258 -0.107
C 1.768 -0.062 5.196 -0.138
O 2.060 -1.290 5.799 0.096
C 0.964 -2.019 5.800 -0.553
O 0.759 -3.051 6.386 0.141
O -0.001 -1.548 4.904 0.041
H 1.034 -0.676 3.273 0.116
H -0.091 0.370 4.073 0.115
H 1.568 0.765 5.876 0.135
H 2.612 0.253 4.581 0.117
C -2.166 4.419 0.797 -0.129
C -3.370 3.555 0.919 -0.107
O -4.436 4.456 0.891 0.106
C -4.090 5.584 0.395 -0.536
O -4.840 6.511 0.014 0.088
O -2.721 5.589 0.298 0.030
H -1.500 4.132 -0.017 0.125
H -1.602 4.642 1.703 0.127
H -3.412 3.006 1.860 0.118
H -3.424 2.745 0.192 0.129
C 5.712 -0.620 -1.131 -0.046
C 7.049 -1.424 -1.060 -0.246
O 7.402 -1.751 -2.416 -0.187
P 8.354 -2.959 -2.824 0.484
O 8.318 -3.215 -4.286 -0.235
O 9.792 -2.416 -2.240 -0.206
C 10.344 -1.195 -2.800 -0.260
C 11.813 -1.061 -2.339 -0.077
O 7.952 -4.164 -1.786 -0.201
C 6.963 -5.141 -2.047 -0.274
C 5.567 -4.612 -2.161 -0.050
H 5.987 0.370 -1.496 0.063
H 4.988 -1.110 -1.782 0.071
H 5.201 -0.525 -0.173 0.063
H 7.761 -0.859 -0.458 0.117
H 6.788 -2.300 -0.467 0.096
H 10.326 -1.105 -3.886 0.121
H 9.849 -0.361 -2.302 0.108
H 12.211 -2.049 -2.571 0.075
H 12.275 -0.201 -2.825 0.076
H 11.905 -0.916 -1.263 0.069
H 7.383 -5.794 -2.812 0.119
H 7.029 -5.837 -1.210 0.114
H 5.148 -4.922 -3.118 0.089
H 4.868 -4.899 -1.375 0.057
H 5.511 -3.528 -2.064 0.062
C -0.953 -3.769 0.747 -0.036
C 0.526 -3.542 1.253 -0.281
O 0.973 -4.651 1.921 -0.164
P 2.548 -4.994 1.936 0.547
O 3.217 -5.092 0.594 -0.257
O 3.060 -3.820 2.921 -0.191
C 4.227 -3.007 2.579 -0.233
C 5.517 -3.746 2.908 -0.066
O 2.542 -6.436 2.801 -0.200
C 3.737 -7.138 3.168 -0.258
C 4.186 -6.838 4.620 -0.060
H -1.319 -2.856 0.277 0.050
H -1.111 -4.634 0.104 0.077
H -1.624 -3.740 1.606 0.048
H 1.176 -3.331 0.404 0.094
H 0.543 -2.624 1.840 0.107
H 4.169 -2.847 1.503 0.101
H 4.158 -2.037 3.072 0.112
H 5.607 -3.967 3.972 0.073
H 5.527 -4.705 2.390 0.066
H 6.326 -3.149 2.488 0.077
H 3.422 -8.182 3.155 0.110
H 4.447 -6.998 2.353 0.106
H 5.067 -7.389 4.951 0.075
H 4.477 -5.791 4.694 0.041
H 3.383 -6.827 5.356 0.082
C -8.778 -1.092 4.796 -0.037
C -7.638 -1.789 3.973 -0.277
O -7.269 -1.110 2.814 -0.217
P -7.725 -1.686 1.349 0.486
O -7.679 -3.158 1.165 -0.233
O -9.240 -1.091 1.105 -0.208
C -10.424 -1.905 1.379 -0.272
C -11.614 -1.041 1.111 -0.079
O -6.848 -0.754 0.415 -0.156
C -5.628 -1.290 -0.056 -0.261
C -4.541 -0.222 -0.282 -0.057
H -9.453 -0.715 4.027 0.056
H -9.372 -1.866 5.283 0.072
H -8.459 -0.247 5.405 0.071
H -6.726 -1.941 4.551 0.115
H -7.948 -2.790 3.673 0.103
H -10.349 -2.629 0.568 0.112
H -10.423 -2.465 2.314 0.116
H -12.530 -1.577 0.865 0.080
H -11.742 -0.336 1.932 0.076
H -11.367 -0.456 0.225 0.082
H -5.109 -1.939 0.650 0.106
H -5.773 -1.786 -1.016 0.122
H -4.183 0.184 0.664 0.060
H -3.731 -0.662 -0.864 0.073
H -4.868 0.639 -0.865 0.071
C -2.992 2.959 -2.962 -0.065
C -2.570 3.246 -4.375 -0.278
O -1.139 3.329 -4.326 -0.193
P -0.427 4.701 -4.861 0.550
O 0.941 4.441 -5.347 -0.236
O -1.481 5.235 -6.054 -0.223
C -1.624 6.653 -6.360 -0.252
C -1.032 6.905 -7.740 -0.070
O -0.642 5.769 -3.611 -0.214
C 0.433 5.808 -2.678 -0.286
C 0.022 6.857 -1.670 -0.058
H -4.070 2.897 -2.809 0.082
H -2.634 1.998 -2.591 0.079
H -2.561 3.802 -2.422 0.074
H -2.850 2.446 -5.060 0.122
H -3.099 4.141 -4.701 0.112
H -2.696 6.849 -6.350 0.113
H -1.243 7.238 -5.522 0.106
H -1.652 6.556 -8.566 0.076
H -0.882 7.949 -8.014 0.070
H -0.032 6.470 -7.738 0.079
H 0.517 4.815 -2.236 0.112
H 1.350 6.055 -3.213 0.111
H 0.870 7.032 -1.007 0.080
H -0.343 7.766 -2.149 0.081
H -0.884 6.635 -1.106 0.062
C -7.013 2.178 2.396 -0.051
C -6.411 2.534 3.790 -0.231
O -4.984 2.516 3.865 -0.183
P -4.173 1.256 4.451 0.473
O -4.687 0.759 5.777 -0.256
O -4.228 0.175 3.266 -0.173
C -3.916 -1.148 3.413 -0.284
C -2.604 -1.404 2.645 -0.041
O -2.662 1.764 4.451 -0.194
C -2.206 2.677 5.388 -0.273
C -1.355 3.715 4.658 -0.052
H -6.759 1.131 2.226 0.035
H -8.093 2.058 2.475 0.078
H -6.734 2.824 1.564 0.075
H -6.723 3.569 3.934 0.115
H -6.861 1.818 4.477 0.103
H -3.808 -1.512 4.434 0.126
H -4.691 -1.729 2.913 0.100
H -2.710 -1.468 1.562 0.059
H -1.928 -0.591 2.909 0.061
H -2.076 -2.291 2.995 0.069
H -2.980 3.059 6.054 0.124
H -1.570 1.963 5.912 0.123
H -0.713 3.146 3.985 0.063
H -1.904 4.470 4.096 0.069
H -0.686 4.313 5.277 0.074
C 1.507 -4.264 -2.503 -0.025
C 1.569 -2.718 -2.995 -0.214
O 1.529 -2.867 -4.407 -0.203
P 0.437 -2.210 -5.448 0.518
O 0.460 -2.761 -6.863 -0.273
O -1.053 -2.300 -4.755 -0.186
C -1.708 -3.495 -4.421 -0.286
C -2.495 -3.301 -3.106 -0.069
O 0.747 -0.654 -5.391 -0.172
C 0.322 0.176 -4.302 -0.236
C 1.514 1.054 -3.988 -0.067
H 0.441 -4.433 -2.651 0.040
H 1.864 -5.024 -3.199 0.075
H 1.905 -4.386 -1.495 0.039
H 0.711 -2.152 -2.632 0.090
H 2.457 -2.227 -2.597 0.104
H -2.478 -3.839 -5.112 0.116
H -1.068 -4.353 -4.215 0.105
H -3.329 -2.602 -3.177 0.071
H -2.976 -4.226 -2.787 0.075
H -1.760 -3.066 -2.336 0.056
H -0.504 0.776 -4.686 0.113
H -0.037 -0.387 -3.441 0.093
H 1.963 1.491 -4.880 0.088
H 1.241 1.918 -3.383 0.049
H 2.354 0.557 -3.502 0.073
```